Entry 1:
Formula: C35H44Cl5GeN3O2Zr
Source: the OMol25 dataset
Level of theory: ωB97M-V/def2-TZVPD

As for the HOMO-LUMO gap: 2.8 eV. Its total charge is +2.

Last column: Mulliken charge in e.
Element x y z (Å)
Zr 0.92 -0.56 -1.26  0.620
C 3.79 -0.08 0.24  -1.339
N 2.35 -0.02 0.56  0.922
C 2.08 -0.87 1.76  0.418
C 2.33 -2.37 1.60  -0.981
C 1.44 -3.12 0.62  -0.907
N 1.63 -2.61 -0.74  0.003
C 2.11 -3.36 -1.67  -0.061
C 2.52 -2.95 -2.99  0.708
C 2.82 -3.96 -3.92  -0.723
C 3.30 -3.66 -5.17  -0.918
C 3.52 -2.33 -5.51  -0.536
C 3.26 -1.31 -4.62  -0.984
C 2.74 -1.60 -3.36  0.717
O 2.49 -0.60 -2.49  -0.211
C 1.97 1.38 0.90  -0.872
C 2.00 2.33 -0.31  -0.960
C 0.61 2.68 -0.82  -0.558
N -0.06 1.50 -1.33  0.639
C -1.36 1.60 -1.51  -1.248
C -2.28 0.64 -1.98  1.003
C -3.65 1.01 -2.02  -0.872
C -4.60 0.14 -2.44  -1.021
C -4.22 -1.14 -2.87  -0.368
C -2.90 -1.54 -2.86  -0.778
C -1.93 -0.67 -2.39  1.062
O -0.64 -1.04 -2.34  -0.928
H 4.38 0.22 1.11  0.400
H 4.03 0.58 -0.60  0.260
H 4.07 -1.09 -0.06  0.368
H 1.04 -0.70 2.04  -0.657
H 2.71 -0.50 2.57  0.364
H 2.17 -2.80 2.59  0.604
H 3.38 -2.56 1.36  0.366
H 0.38 -2.99 0.88  0.183
H 1.67 -4.19 0.66  0.573
H 2.25 -4.42 -1.45  0.365
H 2.66 -4.99 -3.63  0.444
H 3.51 -4.45 -5.88  0.432
H 3.91 -2.08 -6.49  0.449
H 3.44 -0.27 -4.87  0.476
H 2.64 1.75 1.69  0.573
H 0.97 1.34 1.33  -0.259
H 2.59 1.89 -1.12  0.301
H 2.52 3.25 -0.03  0.506
H -0.36 3.92 -2.34  0.787
H 0.01 3.13 -0.02  0.727
H -1.82 2.57 -1.27  0.417
H -3.92 2.01 -1.68  0.491
H -5.65 0.42 -2.46  0.468
H -4.97 -1.84 -3.21  0.444
H -2.60 -2.53 -3.18  0.502
Cl -0.14 5.74 -0.22  -0.047
C 1.01 5.12 -1.29  -0.137
C 0.66 3.85 -1.96  0.567
C 1.57 3.46 -3.04  0.008
Cl 1.08 2.19 -4.04  0.039
C 2.80 4.04 -3.20  -0.298
Cl 3.92 3.45 -4.34  -0.095
C 3.12 5.18 -2.42  0.648
Cl 4.61 5.91 -2.62  -0.029
C 2.21 5.75 -1.49  -0.251
Cl 2.61 7.18 -0.65  -0.100
C -1.23 -1.69 6.00  -1.068
C -1.74 -2.75 5.02  -0.734
C -2.21 -2.17 3.68  -0.478
C -1.09 -1.50 2.87  -0.701
Ge -1.86 -0.94 1.08  0.269
C -2.08 1.04 1.60  -0.245
C -3.08 1.19 2.75  -1.038
C -4.47 0.65 2.42  -0.119
C -5.43 0.78 3.59  -1.432
H -0.98 -2.13 6.96  0.410
H -2.00 -0.93 6.18  0.238
H -0.34 -1.19 5.62  0.208
H -2.57 -3.29 5.48  0.416
H -0.96 -3.49 4.84  0.295
H -3.01 -1.45 3.87  0.041
H -2.66 -2.97 3.09  0.429
H -0.28 -2.23 2.76  0.120
H -0.69 -0.65 3.42  0.453
H -0.27 -0.54 0.33  0.569
H -2.45 1.61 0.74  0.317
H -1.12 1.48 1.89  -0.037
H -3.17 2.24 3.04  0.612
H -2.70 0.67 3.63  0.122
H -4.39 -0.40 2.12  0.231
H -4.86 1.18 1.55  0.386
H -5.07 0.22 4.45  0.278
H -6.42 0.40 3.34  0.382
H -5.54 1.82 3.89  0.360


Entry 2:
Formula: C35H44N4P2S2Tl
Source: the OMol25 dataset
Level of theory: ωB97M-V/def2-TZVPD

As for the HOMO-LUMO gap: 6.7 eV. Its total charge is -1.

Last column: Mulliken charge in e.
Element x y z (Å)
Tl -1.49 -1.24 0.14  0.783
C 2.18 -2.91 2.15  -1.106
C 1.35 -1.94 2.97  -0.425
N 0.79 -0.88 2.17  1.011
C 0.21 0.23 2.91  -0.221
C -1.12 -0.14 3.54  -0.994
N -2.11 -0.46 2.51  0.875
C -3.40 -0.96 3.01  -0.960
C -3.36 -2.08 4.06  -1.124
C -2.44 -3.28 3.83  -0.445
N -2.44 -3.67 2.45  0.282
C -1.77 -4.89 2.08  -1.370
C -0.26 -4.74 2.00  -0.676
N 0.09 -3.70 1.05  0.205
C 1.50 -3.43 0.87  -0.408
H 2.45 -3.75 2.80  0.523
H 3.11 -2.43 1.85  0.376
H 1.98 -1.55 3.79  0.361
H 0.52 -2.47 3.45  -0.092
H 1.46 -0.53 1.49  -0.723
H 0.04 1.05 2.20  -0.356
H 0.88 0.59 3.70  0.500
H -1.46 0.70 4.16  0.393
H -1.00 -0.99 4.21  0.489
H -2.30 0.43 2.03  -0.433
H -3.96 -1.31 2.13  0.421
H -3.97 -0.14 3.44  0.331
H -4.39 -2.45 4.11  0.411
H -3.15 -1.66 5.05  0.361
H -2.77 -4.08 4.52  0.338
H -1.42 -3.03 4.13  0.121
H -3.30 -3.53 1.94  0.309
H -2.14 -5.17 1.09  0.415
H -2.00 -5.73 2.77  0.384
H 0.18 -5.72 1.74  0.305
H 0.15 -4.48 2.98  0.320
H -0.38 -3.88 0.17  0.416
H 1.59 -2.68 0.09  -0.112
H 2.07 -4.32 0.53  0.381
S -3.04 -2.80 -0.58  -0.790
P 1.11 -0.29 -1.51  -0.697
C -0.22 0.39 -0.56  0.106
P -1.11 1.84 -0.73  1.198
S -2.18 2.41 0.86  -0.569
C -2.31 1.82 -2.12  0.564
C -2.62 0.63 -2.77  -0.312
C -3.59 0.59 -3.76  -0.999
C -4.25 1.75 -4.13  -0.478
C -3.95 2.95 -3.49  -0.717
C -3.00 2.98 -2.48  -0.476
C -0.02 3.25 -1.18  -0.100
C 0.65 3.91 -0.15  -0.404
C 1.48 4.98 -0.41  -0.927
C 1.63 5.44 -1.72  -0.574
C 0.96 4.80 -2.75  -0.778
C 0.15 3.70 -2.49  -0.147
C 2.67 0.05 -0.57  0.602
C 3.77 -0.77 -0.80  -0.529
C 4.95 -0.60 -0.10  -0.695
C 5.05 0.40 0.86  -0.633
C 3.96 1.23 1.11  -0.604
C 2.78 1.05 0.40  0.175
C 1.45 0.76 -2.98  0.843
C 0.54 0.69 -4.04  -0.587
C 0.71 1.42 -5.20  -0.736
C 1.84 2.22 -5.35  -0.379
C 2.78 2.27 -4.33  -0.924
C 2.58 1.56 -3.16  -0.186
H -2.11 -0.29 -2.48  0.288
H -3.83 -0.36 -4.23  0.461
H -5.00 1.72 -4.90  0.378
H -4.47 3.85 -3.76  0.400
H -2.79 3.90 -1.96  0.427
H 0.48 3.58 0.87  0.367
H 1.99 5.48 0.40  0.439
H 2.27 6.29 -1.93  0.380
H 1.08 5.14 -3.77  0.420
H -0.34 3.19 -3.30  0.528
H 3.69 -1.56 -1.54  0.388
H 5.80 -1.25 -0.29  0.359
H 5.97 0.53 1.42  0.337
H 4.03 2.01 1.86  0.424
H 1.92 1.67 0.60  0.186
H -0.32 0.04 -3.95  0.491
H -0.03 1.36 -5.99  0.422
H 1.99 2.79 -6.26  0.373
H 3.67 2.88 -4.44  0.389
H 3.32 1.64 -2.36  0.432


Entry 3:
Formula: C35H44NO5SSeTi
Source: the OMol25 dataset
Level of theory: ωB97M-V/def2-TZVPD

The expectation value of S² is 0.7534. As for the HOMO-LUMO gap (spin up / spin down): 7.4 / 7.3 eV. The spin multiplicity is 2.

Last column: Mulliken charge in e.
Element x y z (Å)
Ti -0.94 0.51 -2.67  0.115
C 5.46 -0.21 1.48  -1.648
C 4.15 -0.81 1.99  1.841
C 4.25 -2.33 1.93  -2.075
C 3.95 -0.41 3.46  -1.632
C 2.98 -0.28 1.15  -0.230
C 2.17 -1.11 0.39  -0.386
C 1.13 -0.55 -0.34  -0.876
Se -0.02 -1.67 -1.40  0.271
C -1.59 -1.50 -0.30  -0.087
C -1.58 -2.13 0.94  -0.612
C -2.65 -1.97 1.81  -0.899
C -3.71 -1.17 1.37  0.339
C -3.76 -0.54 0.14  -0.665
C -2.66 -0.72 -0.73  1.867
O -2.62 -0.13 -1.94  -1.044
C -4.96 0.32 -0.27  2.103
C -4.50 1.77 -0.51  -1.513
C -5.62 -0.24 -1.53  -1.643
C -6.03 0.36 0.83  -2.274
C -2.70 -2.60 3.20  2.030
C -1.44 -3.43 3.49  -2.199
C -2.80 -1.50 4.26  -1.601
C -3.92 -3.53 3.30  -1.727
C 0.86 0.82 -0.35  1.699
O -0.18 1.25 -1.08  -0.579
C 1.67 1.68 0.41  -0.973
C 2.70 1.08 1.14  0.375
C 1.52 3.20 0.52  2.131
C 0.40 3.80 -0.34  -1.999
C 2.83 3.87 0.07  -1.674
C 1.23 3.57 1.98  -1.693
H 6.30 -0.57 2.07  0.471
H 5.63 -0.49 0.44  0.344
H 5.45 0.88 1.54  0.305
H 5.08 -2.67 2.55  0.432
H 3.35 -2.82 2.29  0.368
H 4.45 -2.68 0.91  0.375
H 4.76 -0.80 4.08  0.474
H 3.93 0.68 3.59  0.312
H 3.00 -0.80 3.85  0.314
H 2.33 -2.18 0.35  0.619
H -0.72 -2.72 1.22  0.487
H -4.55 -1.04 2.04  0.438
H -3.85 1.84 -1.38  0.171
H -5.37 2.41 -0.69  0.513
H -3.97 2.16 0.36  0.306
H -4.92 -0.27 -2.37  0.221
H -5.98 -1.26 -1.35  0.341
H -6.48 0.37 -1.81  0.478
H -5.65 0.80 1.75  0.379
H -6.86 0.98 0.49  0.473
H -6.42 -0.64 1.05  0.396
H -0.54 -2.81 3.47  0.392
H -1.52 -3.87 4.49  0.447
H -1.32 -4.25 2.78  0.395
H -1.95 -0.82 4.19  0.344
H -3.71 -0.91 4.13  0.315
H -2.83 -1.94 5.26  0.464
H -3.86 -4.33 2.56  0.378
H -3.97 -3.98 4.29  0.477
H -4.85 -2.99 3.13  0.297
H 3.33 1.73 1.73  0.351
H 0.54 3.60 -1.40  0.229
H -0.58 3.41 -0.06  0.304
H 0.40 4.88 -0.19  0.570
H 3.08 3.59 -0.95  0.310
H 2.73 4.95 0.12  0.490
H 3.68 3.58 0.71  0.300
H 0.30 3.11 2.31  0.354
H 2.03 3.24 2.65  0.277
H 1.13 4.65 2.08  0.479
O -0.01 -1.63 -6.70  -0.633
S 0.50 -1.43 -5.39  1.074
O 0.64 -2.54 -4.49  -0.590
N -0.40 -0.22 -4.65  -0.507
C 0.32 0.89 -4.54  1.446
O -0.18 1.91 -3.96  -0.779
C 1.73 0.79 -4.99  0.268
C 2.72 1.76 -4.94  -0.581
C 3.99 1.39 -5.38  -0.588
C 4.24 0.11 -5.86  -0.470
C 3.24 -0.86 -5.91  -0.717
C 1.99 -0.48 -5.47  0.115
H 2.52 2.75 -4.56  0.532
H 4.79 2.12 -5.35  0.410
H 5.24 -0.14 -6.19  0.405
H 3.45 -1.86 -6.27  0.483


Entry 4:
Formula: C35H45AuFGeN4O2Si
Source: the OMol25 dataset
Level of theory: ωB97M-V/def2-TZVPD

As for the HOMO-LUMO gap: 7.3 eV. Its total charge is -1.

Last column: Mulliken charge in e.
Element x y z (Å)
Au -0.06 1.13 -1.10  0.256
C 2.43 -0.13 -3.61  -1.009
Si 2.74 1.38 -2.53  -0.032
C 4.61 1.68 -2.49  -1.242
C 2.03 2.86 -3.44  -1.033
N 2.02 1.23 -0.98  0.588
C 2.61 0.76 0.16  0.631
C 3.77 -0.05 0.16  -0.182
C 4.38 -0.50 1.32  -1.087
C 3.84 -0.20 2.57  -0.616
C 2.69 0.56 2.62  -0.470
C 2.11 1.02 1.45  0.162
F 0.99 1.79 1.59  -0.398
H 3.02 -0.09 -4.53  0.441
H 1.37 -0.16 -3.89  0.167
H 2.66 -1.06 -3.09  0.348
H 4.89 2.19 -3.41  0.435
H 5.20 0.77 -2.41  0.345
H 4.89 2.33 -1.65  0.346
H 2.36 2.84 -4.48  0.432
H 2.37 3.80 -3.00  0.260
H 0.94 2.86 -3.41  0.197
H 4.18 -0.34 -0.79  0.323
H 5.27 -1.11 1.24  0.394
H 4.30 -0.56 3.48  0.385
H 2.21 0.83 3.55  0.429
O -3.80 -0.45 -0.51  -0.713
C -2.74 0.15 -0.30  0.669
O -2.11 0.83 -1.19  -0.816
C -2.15 0.11 1.12  -1.162
C -1.04 -0.93 1.30  0.474
Ge -1.45 -2.74 0.71  1.620
C 0.15 -3.82 1.10  -0.254
C 1.30 -3.25 1.64  -0.346
C 2.44 -4.02 1.86  -0.436
C 2.45 -5.37 1.53  -0.482
C 1.31 -5.95 0.98  -0.750
C 0.18 -5.18 0.76  -0.222
C -1.72 -2.92 -1.22  0.318
C -2.91 -3.37 -1.77  -0.236
C -3.06 -3.47 -3.15  -0.585
C -2.02 -3.12 -3.99  -0.529
C -0.82 -2.66 -3.45  -0.616
C -0.68 -2.56 -2.07  -0.382
C -2.96 -3.49 1.69  -0.422
C -4.24 -2.94 1.53  0.255
C -5.32 -3.43 2.25  -0.875
C -5.14 -4.48 3.15  -0.483
C -3.88 -5.02 3.32  -0.617
C -2.80 -4.53 2.60  -0.407
H -2.98 -0.11 1.79  0.486
H -1.76 1.10 1.37  0.289
H -0.77 -0.99 2.36  0.566
H -0.14 -0.61 0.76  -0.896
H 1.33 -2.20 1.90  0.074
H 3.33 -3.55 2.28  0.418
H 3.34 -5.96 1.70  0.375
H 1.31 -7.00 0.71  0.368
H -0.69 -5.64 0.31  0.434
H -3.74 -3.63 -1.12  0.315
H -4.00 -3.82 -3.56  0.374
H -2.14 -3.19 -5.06  0.360
H -0.01 -2.37 -4.10  0.391
H 0.26 -2.20 -1.66  0.402
H -4.38 -2.11 0.84  0.531
H -6.30 -2.99 2.11  0.420
H -5.99 -4.86 3.71  0.356
H -3.74 -5.84 4.03  0.392
H -1.82 -4.97 2.75  0.313
C -2.36 4.29 -0.94  -0.827
N -1.53 4.97 0.03  0.125
C -2.18 5.29 1.28  -1.206
C -0.17 4.75 -0.04  0.396
N 0.29 3.94 -0.91  -0.290
N 0.59 5.50 0.90  0.186
C 1.95 5.03 1.09  -1.068
C 0.54 6.93 0.66  -1.217
H -3.35 4.76 -0.94  0.341
H -2.47 3.22 -0.72  0.220
H -1.92 4.37 -1.93  0.285
H -2.75 4.43 1.65  0.347
H -2.88 6.12 1.16  0.314
H -1.44 5.55 2.04  0.430
H 1.31 3.89 -0.90  -0.054
H 1.96 3.95 1.17  0.200
H 2.34 5.46 2.01  0.326
H 2.62 5.33 0.27  0.363
H -0.50 7.27 0.62  0.338
H 1.03 7.20 -0.29  0.345
H 1.04 7.45 1.47  0.399